Entry 1:
Molecular formula: C23H58InO18
Method: DFT, the ωB97M-V functional and the def2-TZVPD basis

Summary:
gap between HOMO and LUMO: 2.8 eV
LUMO: -8.103 eV
net charge: +1

```
100
Properties=species:S:1:pos:R:3:forces:R:3:lowdin_charge:R:1
In -27.9931 15.4931 -25.3322 -0.2 11.4 7.7 1.199
C -27.6342 12.0877 -27.0167 2.6 2.0 0.1 -0.069
C -26.4991 11.3554 -27.1261 -2.8 1.4 -0.8 -0.278
C -25.1563 11.8416 -26.6588 -0.7 4.6 -1.0 -0.221
O -24.0530 11.1001 -26.6436 -6.5 14.9 7.8 -0.152
C -24.9689 13.1242 -26.2675 -1.6 0.9 -3.0 0.044
C -26.1101 14.0146 -26.1249 -3.0 -3.5 -5.3 -0.354
C -27.5776 13.4007 -26.4583 8.2 -1.2 -2.1 -0.290
O -28.5379 14.0826 -26.2351 -2.0 -1.5 -4.2 -0.214
O -26.0249 15.2025 -25.7829 -5.2 0.9 1.5 -0.128
O -26.7568 10.1736 -27.6493 10.8 -1.1 10.1 0.091
H -28.5954 11.6857 -27.3014 1.9 0.0 0.2 0.098
H -23.9599 13.3629 -25.9654 -0.5 -0.4 -0.5 0.144
C -25.4150 15.3097 -31.0238 -0.5 -0.3 3.0 0.019
O -25.4879 15.7828 -29.5815 0.5 -0.9 -0.7 -0.129
C -25.6433 14.7871 -28.5678 -3.1 1.9 -0.2 -0.179
C -26.8013 13.7719 -28.7740 2.3 1.6 -2.9 -0.197
O -28.0804 14.3888 -29.0227 -0.3 -1.4 1.1 -0.055
C -29.0610 13.4193 -29.5180 0.8 1.8 -1.5 -0.127
H -24.6221 14.5622 -31.0516 0.2 0.2 -0.5 0.081
H -25.2587 16.1906 -31.6465 0.0 -0.3 0.2 0.099
H -26.3716 14.8079 -31.1695 0.0 0.2 -0.7 0.075
H -25.9046 15.2956 -27.6398 0.1 1.2 -1.5 0.113
H -24.7838 14.1927 -28.2578 -1.1 1.6 0.4 0.064
H -26.7284 12.9927 -28.0153 0.1 2.4 -2.2 0.065
H -26.5283 13.1864 -29.6520 0.3 0.6 -0.5 0.129
H -30.0840 13.7895 -29.4512 1.2 0.9 0.1 0.074
H -29.0280 12.4543 -29.0124 0.1 1.1 -1.2 0.039
H -28.8903 13.2423 -30.5799 0.3 0.3 0.0 0.126
C -25.1382 10.3896 -25.4756 -2.4 -0.9 8.9 -0.142
O -26.0389 9.8029 -24.6734 4.1 -3.8 2.2 0.043
C -26.6047 8.6289 -25.3063 -2.3 -2.9 1.0 -0.092
C -25.8105 7.4352 -25.6147 2.2 -1.1 1.3 -0.161
O -25.8229 6.5268 -24.5165 0.5 0.0 0.5 -0.184
C -24.9489 5.3907 -24.6742 -1.1 0.4 0.0 -0.077
H -25.5546 10.6057 -26.4595 -1.8 -5.6 4.5 0.068
H -24.1968 9.8656 -25.6404 -0.7 -1.7 1.9 0.157
H -24.8479 11.3275 -25.0020 -0.3 -1.0 1.5 0.175
H -27.2695 8.8991 -26.1267 1.4 -0.8 0.1 0.144
H -27.3122 8.4020 -24.5088 -0.1 -0.9 -0.2 0.167
H -24.7874 7.7872 -25.7469 0.2 -0.4 -0.7 0.128
H -26.1671 6.8384 -26.4542 -0.1 0.7 -0.6 0.147
H -25.3457 4.6619 -23.9674 0.2 -0.1 -0.1 0.091
H -23.8946 5.5712 -24.4646 0.0 0.4 0.1 0.087
H -25.0481 5.0026 -25.6879 0.1 -0.2 -0.1 0.084
C -30.9644 11.6538 -30.0180 -1.7 -1.6 -1.1 -0.094
O -31.6170 11.5973 -28.7721 0.3 1.9 0.7 -0.133
C -31.4339 12.8100 -28.0505 -0.5 -0.9 0.1 -0.111
C -30.1051 12.9253 -27.2213 -3.9 -0.9 0.3 -0.121
O -30.1928 11.8870 -26.2151 -3.9 -0.6 -2.0 -0.060
C -29.9502 10.5451 -26.6844 -1.1 -0.3 0.3 0.035
H -30.9604 12.6309 -30.5011 0.2 0.0 0.4 0.101
H -31.6679 11.1383 -30.6717 0.5 -0.7 -0.2 0.118
H -30.0084 11.1398 -29.9185 -1.0 0.0 -0.4 0.065
H -32.3450 12.8392 -27.4529 0.5 0.3 0.7 0.151
H -31.4558 13.6798 -28.7071 -0.4 0.0 0.1 0.122
H -29.9947 13.8962 -26.7384 -2.8 -0.9 -0.5 0.137
H -29.1400 12.8709 -27.7249 -2.6 0.2 0.1 0.063
H -29.7215 9.9278 -25.8157 -0.2 0.3 -0.3 0.141
H -29.1158 10.6132 -27.3824 -1.8 -1.9 0.0 0.061
H -30.8089 10.0889 -27.1770 -0.3 0.6 -0.2 0.144
O -27.8765 10.3464 -25.3579 -5.8 0.8 -0.1 -0.050
H -27.0772 10.3317 -24.8315 0.8 0.3 1.6 -0.080
H -27.6040 10.7161 -26.1977 -0.9 -1.4 1.3 0.009
O -25.4919 13.3276 -24.1437 -2.2 -2.5 5.5 -0.003
H -25.6412 12.3831 -24.1846 -0.5 -0.3 0.6 0.083
H -25.5668 13.6220 -25.0514 1.0 -1.5 3.9 -0.127
O -28.7944 12.2460 -25.0689 -0.9 5.5 5.1 0.132
H -28.4832 12.5807 -25.9099 -2.6 -2.8 3.5 -0.072
H -28.2703 11.4601 -24.9145 0.1 -2.7 0.6 -0.047
C -23.6959 14.7986 -24.7202 0.9 3.7 -1.2 -0.027
O -24.0656 15.3910 -26.0305 4.9 0.0 0.6 -0.093
H -23.0776 15.5458 -24.2228 0.1 -0.1 -0.1 0.115
H -24.6370 14.6588 -24.1883 2.1 0.9 0.3 0.075
H -23.0710 13.9303 -24.9292 0.1 -0.2 0.8 0.107
H -24.8071 14.8367 -26.2845 4.2 2.2 -1.1 -0.064
C -23.9278 12.6303 -28.9021 4.2 -1.1 0.5 -0.047
O -23.0881 12.1195 -27.8706 6.0 9.3 -9.9 -0.023
H -24.0739 13.7101 -28.9291 1.7 -1.3 -0.9 0.079
H -23.5913 12.2634 -29.8718 0.2 0.1 -0.3 0.128
H -24.8277 12.0420 -28.7226 0.4 2.2 -0.7 0.038
H -23.7201 11.6373 -27.3324 3.5 2.5 -3.8 -0.307
C -27.8591 11.1095 -29.8675 0.0 -1.3 -0.4 -0.133
O -28.2199 10.1928 -28.8269 -8.1 0.4 -9.3 -0.055
H -27.1628 10.6425 -30.5641 -0.6 0.0 -0.4 0.111
H -28.7344 11.5013 -30.3857 1.1 -1.0 -0.4 0.052
H -27.3194 11.9563 -29.4434 -1.1 -1.1 -0.7 0.052
H -27.6218 10.3092 -28.0851 -3.4 0.0 -1.4 -0.282
C -22.6573 9.9191 -26.8958 2.9 -4.1 -2.4 -0.056
O -23.9880 9.4158 -27.0314 3.9 -14.6 -4.5 -0.149
H -22.0740 9.0293 -27.1328 0.5 -0.1 0.9 0.124
H -22.4088 10.5978 -27.7116 0.4 -0.7 0.5 0.109
H -22.4705 10.4305 -25.9515 0.8 -0.9 0.3 0.148
H -24.5357 10.2014 -26.9645 0.2 -4.3 -3.1 -0.147
C -25.1945 9.8411 -29.6841 0.9 -1.5 1.6 -0.021
O -25.6515 11.0601 -29.2332 0.4 1.5 -3.7 -0.229
H -24.4625 9.8833 -30.4906 -0.4 0.3 -0.1 0.126
H -24.7189 9.5902 -28.7359 0.7 -2.2 -1.2 0.096
H -26.0742 9.2158 -29.8362 0.3 -0.4 -0.5 0.114
H -25.7415 11.0441 -28.2776 1.2 -1.1 -3.1 -0.006
```
Forces are in eV/Å.

Entry 2:
Molecular formula: C23H59AlB2NO9
Method: DFT, the ωB97M-V functional and the def2-TZVPD basis

Summary:
gap between HOMO and LUMO: 6.0 eV
LUMO: 2.527 eV
net charge: -1

```
95
Properties=species:S:1:pos:R:3:forces:R:3:lowdin_charge:R:1
C 0.7595 2.6091 0.9262 0.2 -0.3 0.4 -0.074
B -0.2885 1.4948 1.3438 -0.1 0.4 0.0 -0.438
O -0.5679 1.4604 2.7519 0.6 0.4 -0.1 -0.028
Al -1.2163 0.0504 0.0720 -0.7 -0.4 0.2 0.503
C -2.5215 -1.0867 1.2255 0.0 0.5 -0.3 -0.236
C -3.9341 -1.2155 0.6505 0.1 -0.2 0.4 -0.264
C -4.0468 -2.1588 -0.5341 -0.2 0.0 -0.2 -0.171
O -2.8478 -2.9578 -0.6887 -0.1 -0.1 -0.5 -0.062
C -2.7586 -3.4468 -1.9574 -1.0 -1.6 -0.6 -0.493
C -1.7869 -2.7432 -2.8624 -0.3 0.0 0.1 0.016
O -3.4304 -4.4062 -2.3410 1.1 1.7 0.8 0.075
C -2.3175 0.8568 -1.4526 0.7 -0.2 0.1 -0.196
C -1.6061 1.9078 -2.3067 -1.3 0.1 -0.3 -0.492
C -2.3073 2.0295 -3.6692 0.1 -0.2 0.3 -0.073
O -1.6980 3.1895 -1.6635 0.6 -0.1 -0.1 -0.066
B 0.3615 -1.2679 -0.5533 0.2 0.4 -0.4 -0.534
O 0.2573 -2.6579 -0.5738 0.8 0.0 0.7 0.069
N 1.7052 -0.7236 -0.9243 -0.2 -0.6 0.1 -0.167
C 1.8542 -0.6092 -2.3686 0.1 0.1 0.5 -0.104
C 2.8065 -1.4440 -0.2999 0.1 0.0 -0.6 -0.110
H 1.2663 2.3684 -0.0031 -0.1 0.1 -0.3 0.037
H 0.3056 3.5964 0.8559 -0.1 0.2 -0.1 0.051
H 1.5314 2.6579 1.7032 0.1 0.1 0.1 0.041
H -0.1127 0.6726 3.0558 -0.4 -0.4 0.3 0.052
H -2.6461 -0.5938 2.1911 0.2 0.1 0.2 0.041
H -2.1416 -2.0895 1.4342 0.1 -0.1 0.1 0.039
H -4.3001 -0.2363 0.3526 -0.1 0.2 -0.1 0.087
H -4.6285 -1.5647 1.4180 -0.2 -0.1 0.1 0.089
H -4.8950 -2.8301 -0.4240 -0.1 -0.2 0.0 0.115
H -4.2162 -1.6154 -1.4640 0.2 0.2 -0.1 0.116
H -2.3209 -2.5035 -3.7750 -0.1 0.0 -0.3 0.092
H -0.9850 -3.4284 -3.1073 0.2 -0.1 0.0 0.078
H -1.3755 -1.8447 -2.4212 0.0 0.0 0.1 0.048
H -2.6665 0.0585 -2.1136 0.0 -0.2 -0.1 0.038
H -3.2155 1.3332 -1.0558 -0.2 0.1 0.0 0.059
H -0.5609 1.6698 -2.4826 0.3 0.2 0.2 0.115
H -3.3785 1.9706 -3.4853 -0.2 0.2 0.0 0.072
H -2.0739 2.9706 -4.1612 0.2 0.1 -0.2 0.070
H -2.0728 1.1864 -4.3131 0.2 -0.1 -0.2 0.068
H -2.5068 3.5787 -1.9996 -0.2 0.3 0.2 0.040
H -0.4524 -2.9032 0.0211 -0.6 -0.1 -0.2 0.056
H 2.0056 -1.5935 -2.8240 0.1 0.4 0.0 0.048
H 0.9423 -0.1903 -2.7919 -0.2 0.1 -0.1 0.073
H 2.6764 0.0595 -2.6218 0.2 0.1 -0.1 0.079
H 3.5475 -0.7596 0.1101 0.1 0.1 0.2 0.075
H 3.3343 -2.0877 -1.0152 0.1 -0.1 -0.1 0.072
H 2.4567 -2.1042 0.4826 0.0 0.0 0.3 0.055
C 4.5694 -4.3544 3.0161 0.1 0.0 -0.2 -0.065
C 4.4783 -2.9110 3.4905 -0.2 -0.3 0.3 -0.499
C 4.4773 -2.8206 5.0103 0.1 0.2 0.0 -0.062
O 3.3124 -2.2925 2.9592 0.1 0.2 0.0 -0.054
H 3.7059 -4.9251 3.3685 0.0 0.0 0.1 0.080
H 4.5678 -4.3979 1.9268 0.0 0.0 0.0 0.078
H 5.4762 -4.8376 3.3850 0.0 0.0 0.0 0.075
H 5.3211 -2.3441 3.0923 0.0 0.1 -0.1 0.137
H 3.6113 -3.3461 5.4216 0.0 -0.1 0.0 0.083
H 4.4090 -1.7817 5.3333 0.0 0.0 0.0 0.064
H 5.3818 -3.2610 5.4350 0.0 0.0 0.0 0.075
H 2.5453 -2.7697 3.2921 -0.1 0.0 0.0 0.092
C -4.3068 7.1287 -0.2674 0.1 0.0 0.1 -0.062
C -4.0378 6.8348 -1.7354 -0.4 0.0 0.2 -0.496
C -5.0116 7.5766 -2.6398 0.1 0.0 -0.1 -0.068
O -4.1109 5.4335 -1.9762 0.2 0.0 -0.2 -0.050
H -5.3129 6.8001 0.0083 0.0 0.1 0.0 0.080
H -3.6014 6.5885 0.3632 0.0 0.0 0.0 0.084
H -4.2220 8.1957 -0.0540 0.0 0.0 0.0 0.077
H -3.0164 7.1243 -1.9834 0.0 -0.1 0.0 0.140
H -6.0383 7.2616 -2.4331 0.0 0.0 0.1 0.078
H -4.8050 7.3541 -3.6869 0.0 0.0 0.0 0.077
H -4.9464 8.6560 -2.4926 0.0 0.0 0.0 0.076
H -5.0015 5.1378 -1.7632 0.0 0.0 0.0 0.091
C 0.5521 1.3125 6.3610 -0.1 -0.2 0.0 -0.054
C 2.0380 1.1231 6.6267 -0.1 0.2 -0.4 -0.496
C 2.8343 2.3518 6.2125 0.1 0.0 0.1 -0.063
O 2.5260 -0.0315 5.9401 0.0 0.0 0.3 -0.065
H 0.3678 1.4702 5.2949 0.0 0.1 0.0 0.067
H -0.0069 0.4252 6.6602 0.0 0.0 0.1 0.080
H 0.1562 2.1725 6.9036 0.0 0.0 0.0 0.079
H 2.1990 0.9250 7.6880 0.1 -0.1 0.0 0.132
H 2.7185 2.5351 5.1415 -0.1 0.0 0.0 0.082
H 3.8972 2.2027 6.4086 0.0 0.0 0.0 0.075
H 2.5007 3.2402 6.7512 0.0 0.0 0.0 0.076
H 2.3999 0.1106 4.9952 0.0 0.0 -0.1 0.085
C 3.5850 -3.0923 -4.9630 0.1 0.1 0.1 -0.058
C 2.4181 -3.8326 -4.3263 0.0 0.0 -0.4 -0.494
C 2.0260 -5.0603 -5.1361 -0.1 -0.1 0.1 -0.062
O 1.3034 -2.9603 -4.1808 -0.1 -0.4 -0.2 -0.075
H 3.3125 -2.7402 -5.9623 0.0 -0.1 0.0 0.080
H 3.8493 -2.2183 -4.3676 0.0 0.0 0.0 0.073
H 4.4633 -3.7344 -5.0514 0.0 0.0 0.0 0.077
H 2.6888 -4.1355 -3.3142 -0.1 0.1 0.1 0.141
H 1.7070 -4.7674 -6.1407 0.1 0.0 0.0 0.078
H 1.1898 -5.5764 -4.6642 0.0 0.0 0.0 0.079
H 2.8598 -5.7584 -5.2291 0.0 0.0 0.0 0.076
H 1.0358 -2.6696 -5.0583 0.0 0.0 -0.1 0.098
```
Forces are in eV/Å.

Among the records above, which one has the highest LUMO?
C23H59AlB2NO9

The lowest net charge belongs to which entry?
C23H59AlB2NO9

Which value of net charge does entry 2 give?
-1